Version a
C3H5ClOS | wB97M-V/def2-TZVPD

```
11
Properties=species:S:1:pos:R:3:nbo_charge:R:1
C -0.662 0.412 -0.669 -0.539
C -0.161 -0.696 0.352 -0.333
C 0.539 -0.024 1.521 0.427
H 0.885 0.364 -2.375 0.133
H -1.208 1.151 -0.097 0.225
H -1.378 -0.003 -1.461 0.242
H -1.111 -1.081 0.732 0.237
H 0.020 0.934 1.882 0.111
O 1.522 -0.460 2.008 -0.475
S 0.689 1.310 -1.459 -0.018
Cl 0.864 -1.908 -0.434 -0.010
```

Values from the calculation:
E_HOMO: -9.5 eV
Multiplicity: 1
SMILES: O=C[C@H](Cl)CS

Version b
C3H5ClOS | wB97M-V/def2-TZVPD

```
11
Properties=species:S:1:pos:R:3:nbo_charge:R:1
C 0.204 0.600 -0.306 -0.566
C 0.654 -0.516 0.704 -0.376
C -0.912 -0.167 -1.243 0.448
H -0.852 1.593 1.587 0.125
H 1.117 0.511 -0.853 0.261
H -0.030 -0.367 1.539 0.199
H 1.813 -0.583 1.095 0.249
H -1.736 -0.909 -0.778 0.134
O -0.815 -0.016 -2.394 -0.495
S 0.027 2.073 0.499 0.083
Cl 0.531 -2.217 0.151 -0.062
```

Values from the calculation:
E_HOMO: -9.2 eV
Multiplicity: 1
SMILES: O=C[C@@H](S)CCl

Version c
C3H5ClOS | wB97M-V/def2-TZVPD

```
11
Properties=species:S:1:pos:R:3:nbo_charge:R:1
C 0.219 0.693 0.378 0.089
C -0.515 -0.310 -0.539 -0.408
C 0.615 -0.745 0.355 -0.248
H 1.681 1.245 -0.625 0.477
H -0.357 0.924 1.286 0.198
H -0.290 -0.186 -1.561 0.234
H -2.596 0.284 0.179 0.124
H 0.248 -1.397 1.134 0.240
O 0.927 1.702 -0.283 -0.668
S -2.158 -0.924 -0.152 -0.002
Cl 2.227 -1.286 -0.171 -0.037
```

Values from the calculation:
E_HOMO: -9.5 eV
Multiplicity: 1
SMILES: O[C@H]1[C@H](S)[C@H]1Cl

Last place for stability: version b

Version a
C23H15Cl5F6N3OS3Sr | wB97M-V/def2-TZVPD

```
57
Properties=species:S:1:pos:R:3:nbo_charge:R:1
Sr 0.468 -0.276 0.274 1.762
C -0.774 -3.456 2.679 -0.671
C -1.327 -2.150 3.135 0.106
N -0.913 -0.987 2.729 -0.482
C -1.594 0.040 3.350 0.094
C -2.552 -0.356 4.227 -0.433
S -2.602 -2.064 4.295 0.419
C -1.199 1.422 3.045 0.108
C -1.682 2.567 3.595 -0.445
S -0.843 3.911 2.943 0.422
C 0.105 2.854 1.965 0.115
N -0.199 1.604 2.125 -0.493
C 1.161 3.322 1.025 -0.694
H 0.059 -3.277 2.001 0.260
H -1.530 -4.031 2.143 0.243
H -0.426 -4.046 3.528 0.227
H -3.207 0.257 4.823 0.237
H -2.453 2.685 4.337 0.236
H 1.277 4.404 1.049 0.216
H 0.896 3.011 0.012 0.270
H 2.104 2.837 1.287 0.273
S 3.203 0.124 1.543 -0.513
C 3.601 0.482 -0.107 0.081
C 4.931 0.699 -0.529 -0.292
C 5.190 0.998 -1.845 -0.165
C 4.137 1.085 -2.758 -0.311
C 2.865 0.854 -2.283 0.055
N 2.598 0.563 -1.007 -0.598
H 5.724 0.624 0.201 0.219
H 6.210 1.165 -2.171 0.202
H 4.302 1.319 -3.801 0.208
H 2.003 0.907 -2.941 0.203
Cl -2.443 -2.266 -0.218 -0.048
C -1.133 -3.352 -0.690 0.032
C 0.156 -2.861 -0.609 -0.507
C 1.138 -3.757 -0.992 -0.069
Cl 2.807 -3.216 -0.921 -0.017
C 0.884 -5.059 -1.419 -0.106
Cl 2.162 -6.129 -1.883 0.017
C -0.438 -5.503 -1.466 -0.096
Cl -0.797 -7.113 -1.980 0.020
C -1.467 -4.640 -1.096 -0.152
Cl -3.109 -5.188 -1.136 0.014
C -2.198 3.159 -0.749 -0.647
C -1.677 2.006 -1.627 0.128
O -0.886 1.151 -0.965 -0.990
C -0.888 2.629 -2.809 0.950
F 0.205 3.268 -2.343 -0.338
F -0.452 1.716 -3.690 -0.324
F -1.586 3.548 -3.514 -0.341
C -2.910 1.244 -2.181 0.957
F -3.660 0.788 -1.157 -0.335
F -2.580 0.186 -2.927 -0.317
F -3.732 2.016 -2.935 -0.346
H -1.350 3.763 -0.429 0.213
H -2.664 2.719 0.131 0.225
H -2.916 3.799 -1.263 0.215
```

Values from the calculation:
E_HOMO: -4.7 eV
Total charge: -1
Multiplicity: 1

Version b
C23H15Cl5F6N3OS3Sr | wB97M-V/def2-TZVPD

```
57
Properties=species:S:1:pos:R:3:nbo_charge:R:1
Sr -0.309 -0.082 -0.076 1.732
C -2.662 -2.784 -1.233 -0.685
C -1.520 -3.311 -0.440 0.130
N -0.533 -2.622 0.038 -0.509
C 0.415 -3.400 0.666 0.118
C 0.127 -4.729 0.676 -0.429
S -1.363 -5.021 -0.117 0.393
C 1.622 -2.784 1.213 0.100
C 2.503 -3.373 2.065 -0.421
S 3.808 -2.313 2.392 0.386
C 3.067 -1.113 1.360 0.126
N 1.961 -1.507 0.840 -0.468
C 3.702 0.218 1.161 -0.667
H -2.727 -1.705 -1.101 0.287
H -3.599 -3.245 -0.924 0.229
H -2.504 -2.997 -2.293 0.234
H 0.699 -5.544 1.087 0.236
H 2.463 -4.352 2.515 0.233
H 4.787 0.125 1.118 0.221
H 3.447 0.882 1.991 0.247
H 3.331 0.669 0.242 0.250
S 0.096 -0.035 2.826 -0.451
C 0.763 1.458 2.338 0.054
C 1.332 2.346 3.287 -0.287
C 1.860 3.544 2.879 -0.166
C 1.822 3.884 1.521 -0.332
C 1.257 2.980 0.652 0.066
N 0.755 1.796 1.025 -0.630
H 1.328 2.045 4.325 0.221
H 2.302 4.222 3.600 0.204
H 2.211 4.828 1.165 0.211
H 1.198 3.199 -0.411 0.200
Cl -0.484 2.055 -2.641 -0.010
C 0.759 0.945 -3.134 -0.097
C 0.946 -0.194 -2.354 -0.489
C 1.910 -1.062 -2.869 0.029
Cl 2.109 -2.646 -2.172 -0.040
C 2.691 -0.794 -3.998 -0.143
Cl 3.911 -1.895 -4.537 0.010
C 2.473 0.379 -4.712 -0.103
Cl 3.399 0.729 -6.124 0.021
C 1.474 1.247 -4.289 -0.095
Cl 1.144 2.677 -5.207 0.012
C -3.225 1.078 1.915 -0.649
C -3.327 0.983 0.382 0.132
O -2.339 0.294 -0.221 -0.991
C -3.367 2.434 -0.170 0.951
F -2.180 3.036 0.054 -0.331
F -3.587 2.481 -1.497 -0.324
F -4.310 3.215 0.414 -0.340
C -4.692 0.307 0.057 0.951
F -4.740 -0.913 0.648 -0.342
F -4.870 0.101 -1.262 -0.326
F -5.779 0.984 0.498 -0.339
H -2.350 1.668 2.183 0.235
H -3.092 0.076 2.313 0.235
H -4.117 1.538 2.340 0.213
```

Values from the calculation:
E_HOMO: -4.7 eV
Total charge: -1
Multiplicity: 1

Last place for stability: version b

Version a
C3H8O3 | wB97M-V/def2-TZVPD

```
14
Properties=species:S:1:pos:R:3:nbo_charge:R:1
C 2.355 0.079 -0.754 -0.058
O 1.157 -0.404 -0.154 -0.721
C 3.163 1.083 0.025 -0.638
H 2.184 0.346 -1.841 0.152
H 2.974 -0.852 -0.873 0.149
H 0.868 -1.126 -0.726 0.468
H 2.663 1.980 0.384 0.215
H 4.057 1.449 -0.493 0.222
H 3.514 0.534 0.899 0.211
O -5.107 -2.096 0.810 -0.534
C -4.650 -1.004 0.854 0.648
O -4.448 -0.144 -0.171 -0.677
H -4.301 -0.576 1.817 0.077
H -4.428 0.734 0.222 0.486
```

Values from the calculation:
E_HOMO: -10.1 eV
Multiplicity: 1
SMILES: O=CO.CCO

Version b
C3H8O3 | wB97M-V/def2-TZVPD

```
14
Properties=species:S:1:pos:R:3:nbo_charge:R:1
O 1.167 -0.525 -0.531 -0.598
C 0.169 -1.007 -0.067 0.787
O -1.040 -0.851 -0.653 -0.674
C 0.199 -1.801 1.268 -0.511
C 1.620 -1.678 1.867 -0.593
H -0.818 -0.130 -1.256 0.491
H -0.555 -1.378 1.931 0.228
H 0.046 -2.888 1.119 0.233
H 2.359 -2.209 1.299 0.219
H 1.843 -0.633 2.056 0.215
H 1.547 -2.148 2.864 0.202
H -1.602 4.898 -3.763 0.463
H -2.902 4.976 -3.080 0.463
O -2.033 5.376 -3.057 -0.927
```

Values from the calculation:
E_HOMO: -10.6 eV
Multiplicity: 1
SMILES: CCC(=O)O.O

Last place for stability: version a

Version a
C4H7IN | wB97M-V/def2-TZVPD

```
13
Properties=species:S:1:pos:R:3:nbo_charge:R:1
C -0.745 1.559 -0.313 -0.587
C 0.811 -1.749 -1.261 0.090
C 0.130 -0.031 1.578 -0.668
C -0.142 0.158 0.016 0.427
N 0.353 -0.731 -0.717 -0.278
I -1.584 1.281 -2.309 0.186
H 1.743 -1.842 -1.734 0.240
H 0.087 -2.677 -1.412 0.247
H 0.330 1.043 2.022 0.257
H -0.692 -0.487 2.080 0.265
H 1.086 -0.610 1.872 0.263
H -1.510 1.836 0.424 0.275
H 0.134 2.249 -0.248 0.284
```

Values from the calculation:
E_HOMO: -13.6 eV
Total charge: +1
Multiplicity: 1
SMILES: C=[N+]=C(C)CI

Version b
C4H7IN | wB97M-V/def2-TZVPD

```
13
Properties=species:S:1:pos:R:3:nbo_charge:R:1
C 0.532 -2.295 0.902 0.124
C -0.111 -1.261 0.899 -0.206
C -1.783 0.237 0.008 -0.758
C -0.615 -0.010 0.779 0.132
N 1.610 0.932 -1.192 -1.114
I 0.052 1.498 1.992 0.497
H 1.125 -3.113 1.264 0.277
H -2.330 -0.658 -0.338 0.275
H -2.423 0.870 0.669 0.302
H -1.644 0.990 -0.819 0.328
H 2.202 1.659 -0.900 0.374
H 2.135 0.034 -1.087 0.377
H 1.248 1.117 -2.179 0.392
```

Values from the calculation:
E_HOMO: -13.7 eV
Total charge: +1
Multiplicity: 1

Last place for stability: version b

Version a
C3H4NO4P | wB97M-V/def2-TZVPD

```
13
Properties=species:S:1:pos:R:3:nbo_charge:R:1
C 1.444 0.160 1.158 0.652
C 0.817 -0.137 -0.189 -0.532
C -0.478 -0.470 0.598 -0.243
N 0.293 0.071 1.814 -0.683
O -0.215 0.013 4.414 -1.236
O -1.434 1.697 2.864 -1.260
O 2.588 0.438 1.421 -0.712
O -1.959 -0.709 2.734 -1.250
P -0.954 0.269 3.144 2.484
H 0.553 0.858 -0.736 0.185
H 1.239 -0.808 -0.908 0.174
H -1.490 0.045 0.657 0.246
H -0.647 -1.565 0.769 0.175
```

Values from the calculation:
E_HOMO: 0.5 eV
Total charge: -2
Multiplicity: 1
SMILES: O=C1CCN1P(=O)([O-])[O-]

Version b
C3H4NO4P | wB97M-V/def2-TZVPD

```
13
Properties=species:S:1:pos:R:3:nbo_charge:R:1
C 2.569 -1.338 1.158 0.759
C -0.653 -0.493 -0.185 -0.468
C 0.205 0.465 -0.021 -0.331
N 2.369 -0.567 0.302 -0.790
O 2.979 1.914 -0.807 -1.226
O 4.560 -0.116 -1.163 -1.220
O 2.736 -2.250 1.928 -0.725
O 2.261 0.011 -2.289 -1.221
P 3.147 0.458 -1.212 2.470
H -0.919 -0.844 -1.199 0.166
H -1.192 -0.991 0.655 0.144
H 0.896 0.575 -0.795 0.268
H 0.148 0.822 1.009 0.173
```

Values from the calculation:
E_HOMO: -0.1 eV
Total charge: -2
Multiplicity: 1

Last place for stability: version b

Version a
C7H15N | wB97M-V/def2-TZVPD

```
23
Properties=species:S:1:pos:R:3:nbo_charge:R:1
C 2.430 2.242 0.797 -0.625
C 2.390 0.811 0.345 -0.292
C 1.957 -0.167 1.143 0.003
N 1.828 -1.519 0.808 -0.814
H 1.871 2.363 1.724 0.208
H 3.454 2.543 1.058 0.204
H 2.120 2.940 0.022 0.210
H 2.647 0.540 -0.675 0.187
H 1.591 0.105 2.126 0.178
H 1.969 -2.123 1.603 0.373
H 2.378 -1.776 0.007 0.369
C -3.344 -0.337 0.701 -0.636
C -2.275 -0.049 -0.308 -0.185
C -1.732 -0.950 -1.119 -0.177
C -0.805 -0.659 -2.258 -0.637
H -3.503 -1.406 0.846 0.208
H -3.023 0.070 1.667 0.208
H -4.300 0.122 0.455 0.214
H -2.010 1.000 -0.425 0.185
H -1.943 -1.989 -0.889 0.184
H -0.514 0.391 -2.240 0.211
H 0.106 -1.255 -2.188 0.210
H -1.294 -0.898 -3.202 0.214
```

Values from the calculation:
E_HOMO: -7.9 eV
Multiplicity: 1
SMILES: C/C=C/C.C/C=C/N

Version b
C7H15N | wB97M-V/def2-TZVPD

```
23
Properties=species:S:1:pos:R:3:nbo_charge:R:1
C -1.100 -0.352 -0.263 0.346
C 0.882 0.441 1.251 -0.415
C -2.120 0.601 0.267 -0.685
C -1.580 -1.608 -0.870 -0.707
C 2.239 1.131 1.101 -0.597
C 0.416 -0.238 -0.032 0.066
N -0.004 0.804 -1.267 -0.819
C 1.204 -1.325 -0.480 -0.843
H 0.697 0.695 -1.981 0.417
H -0.433 1.711 -1.167 0.372
H 0.149 1.178 1.586 0.186
H 0.935 -0.326 2.030 0.224
H -1.703 1.484 0.749 0.222
H -2.741 0.065 0.990 0.249
H -2.775 0.963 -0.534 0.229
H -2.667 -1.704 -0.826 0.216
H -1.284 -1.709 -1.920 0.257
H -1.049 -2.434 -0.360 0.273
H 1.035 -1.783 -1.443 0.186
H 2.156 -1.530 -0.015 0.202
H 2.197 1.892 0.318 0.199
H 2.527 1.621 2.034 0.204
H 3.022 0.424 0.833 0.218
```

Values from the calculation:
E_HOMO: -6.0 eV
Multiplicity: 1

Last place for stability: version b